[1]
Density functional theory data (wB97M-V/def2-TZVPD) for a cluster of 2 separate species, C5H11O2 in total at a distorted geometry.

```
! wB97M-V def2-TZVPD RIJCOSX def2/J DEFGRID3
* xyz -1 1
O -0.551 1.625 -3.646
O -0.945 3.284 -2.149
C 0.915 -0.952 1.793
C -0.164 1.222 -1.321
C 0.063 -0.273 -1.607
C -0.355 -1.293 2.613
C -0.608 2.130 -2.497
H -1.013 -0.422 2.730
H 1.086 -0.655 -1.637
H -0.847 1.230 -0.463
H -0.959 -2.049 2.125
H 1.691 -0.732 2.510
H 0.721 1.759 -0.965
H 0.704 -0.205 1.047
H -0.374 -0.861 -0.798
H -0.105 -1.486 3.656
H 1.149 -1.824 1.175
H -0.410 -0.498 -2.565
*
```

Summary:
HOMO level, eV: -3.9039
Energy relative to the best compared isomer or geometry (same formula, charge and spin), kcal/mol: 13.3

[2]
Density functional theory data (wB97M-V/def2-TZVPD) for a structure of composition C27H52OsP2Si at a distorted geometry.

```
! wB97M-V def2-TZVPD RIJCOSX def2/J DEFGRID3
* xyz 2 5
Os -0.175 0.269 -0.434
P -1.914 -1.262 -1.218
P -0.766 1.780 -2.113
Si 1.390 -0.648 -2.196
C -4.716 1.151 -3.252
C 0.630 1.551 1.052
C -2.178 -0.701 -2.963
C 2.180 -2.315 -1.669
C -1.752 1.850 2.105
C -0.557 -0.361 1.599
C 0.774 -0.752 1.255
C 3.003 0.497 0.808
C -4.577 1.291 -4.747
C -4.884 2.189 -2.415
C -2.919 4.094 -3.530
C -1.814 2.795 -0.999
C 1.354 -2.106 1.546
C -0.638 1.067 1.502
C 0.782 -1.099 -3.949
C -3.917 2.597 -5.283
C -1.515 -3.041 -1.215
C -5.362 3.519 -2.921
C -2.767 3.187 -4.510
C 1.120 2.965 0.973
C -3.499 -1.006 -0.358
C -1.524 -1.274 2.303
C 1.505 0.427 0.918
C 2.889 0.489 -2.528
C 0.364 2.822 -3.041
C -4.258 4.597 -3.093
C -1.826 0.750 -3.247
H -1.173 3.477 -0.424
H -2.345 -3.649 -1.605
H -3.526 -0.003 0.085
H 2.626 1.551 -2.602
H -3.239 -0.877 -3.160
H -4.694 3.357 -5.493
H -5.564 1.219 -5.234
H -2.054 4.649 -3.150
H -2.723 1.360 -3.165
H -1.683 2.903 1.829
H -3.982 0.440 -5.139
H -6.099 3.944 -2.222
H 0.934 2.241 -3.779
H -1.596 -2.253 1.808
H -3.507 2.327 -6.271
H -5.917 3.410 -3.870
H -1.307 -3.346 -0.182
H 1.574 3.173 -0.006
H 0.206 -0.317 -4.454
H 0.619 -2.905 1.420
H 0.204 -2.032 -3.943
H -3.639 -1.735 0.452
H -1.701 1.778 3.199
H 3.321 1.391 0.261
H 3.665 0.373 -1.761
H -4.652 5.322 -3.827
H -2.714 1.435 1.790
H 1.710 -2.167 2.588
H -0.621 -3.243 -1.817
H -1.170 -1.450 3.332
H -4.340 -1.095 -1.058
H 3.320 0.172 -3.493
H 2.205 -2.321 0.900
H -4.152 5.139 -2.134
H -1.633 -1.379 -3.625
H 0.310 3.669 1.153
H -1.475 0.882 -4.276
H -4.771 0.128 -2.868
H -4.830 2.049 -1.328
H -2.518 -0.822 2.361
H -2.540 3.395 -1.558
H 1.070 3.254 -2.316
H 3.065 -2.156 -1.038
H 1.902 3.126 1.731
H 1.487 -2.989 -1.151
H -2.396 2.181 -0.296
H 2.519 -2.822 -2.587
H 3.442 0.543 1.816
H -1.769 3.001 -4.920
H 1.703 -1.280 -4.524
H 3.377 -0.398 0.309
H -0.151 3.639 -3.561
*
```

Summary:
Expectation value of S²: 6.0163
HOMO level (alpha / beta), eV: -8.9609 / -13.6889
Energy relative to the best compared isomer or geometry (same formula, charge and spin), kcal/mol: 49.2

[3]
Density functional theory data (wB97M-V/def2-TZVPD) for a cluster of 11 separate species, C33H81O38P5 in total at a distorted geometry.

```
! wB97M-V def2-TZVPD RIJCOSX def2/J DEFGRID3
* xyz 0 1
P -6.422 -0.055 0.564
P 3.610 2.225 -5.810
P -0.259 -0.539 -0.245
P 0.943 6.583 0.149
P -4.245 -2.425 4.464
O -5.694 0.856 1.625
O 3.401 -0.626 -0.609
O 5.418 2.225 0.468
O -5.232 -2.399 5.707
O -1.823 -5.981 0.898
O 2.005 0.338 4.902
O -1.425 1.859 -3.903
O 5.986 4.387 0.158
O 4.485 -2.585 -0.739
O 2.094 -7.787 -1.747
O -5.484 -1.340 0.493
O -0.104 -0.064 4.239
O 0.327 1.826 5.155
O -2.056 -4.677 -0.806
O -6.727 0.683 -0.667
O -2.624 1.706 -2.017
O -1.971 -6.907 -1.154
O 4.511 2.488 -7.084
O 2.963 3.385 -5.185
O 0.667 -1.610 0.179
O 2.619 1.096 -6.315
O -1.603 -0.417 0.612
O -4.301 -0.973 3.774
O 1.597 -7.371 0.402
O 4.590 3.504 -1.205
O 3.271 -1.748 -2.438
O -2.888 -2.910 4.731
O 2.494 6.990 0.172
O 0.178 7.746 0.925
O -1.033 3.181 -2.146
O 0.670 5.223 0.612
O -0.854 -0.785 -1.706
O -7.693 -0.625 1.337
O 4.551 1.394 -4.772
O 0.282 0.953 -0.222
O -5.090 -3.269 3.419
O 1.781 -5.708 -1.039
O 0.549 6.750 -1.369
C 3.762 2.452 -1.668
C 5.455 0.492 -5.362
C -1.704 2.254 -2.788
C -2.238 -1.594 1.034
C -4.410 -4.130 2.517
C 1.629 -4.817 0.069
C 5.340 3.651 -7.163
C 3.507 -2.879 -3.248
C 0.500 8.003 -2.071
C 0.093 -0.920 -2.791
C -1.918 -5.954 -0.416
C -2.356 -4.437 -2.174
C 0.421 7.894 2.310
C 1.232 2.888 5.393
C -3.572 0.813 -2.625
C 0.123 -1.433 3.912
C -4.727 -2.063 7.008
C -3.537 0.079 4.306
C -0.010 3.898 -2.835
C 1.422 -8.758 0.684
C 0.846 0.661 4.804
C 0.637 1.652 0.979
C -4.456 1.505 1.347
C 3.772 -1.732 -1.208
C 5.297 3.271 -0.113
C 6.859 4.298 1.266
C -7.536 -1.291 2.581
C -5.920 -2.490 -0.236
C 1.393 0.826 -5.604
C 1.827 -7.024 -0.865
C 3.630 -0.421 0.771
C -1.788 -7.228 1.542
C 3.411 6.127 0.831
H -3.133 0.165 -3.384
H -4.452 1.330 -2.986
H -4.460 -5.170 2.859
H 4.322 1.522 -1.758
H -3.864 1.646 2.245
H -3.739 0.110 -1.810
H -5.076 -1.088 7.350
H 0.784 8.897 2.550
H 0.864 -8.855 1.615
H 7.743 4.918 1.127
H 0.484 0.966 -6.187
H -0.106 4.910 -2.453
H 7.260 3.300 1.445
H -3.893 1.011 0.552
H 1.680 1.950 0.894
H 3.454 0.626 0.987
H 2.223 2.692 4.984
H -2.471 0.145 4.076
H -5.064 -3.104 -0.506
H 1.223 7.259 2.696
H 0.027 2.551 1.051
H 0.847 3.821 4.989
H 1.280 1.356 -4.663
H 1.113 -0.640 -2.528
H -7.502 -2.367 2.414
H -6.652 -0.983 3.137
H -3.432 -4.416 -2.349
H 3.339 2.638 -2.653
H -2.747 -7.655 1.846
H 3.544 -3.752 -2.589
H 1.594 -3.780 -0.249
H -0.827 -1.946 3.837
H -8.371 -1.068 3.246
H 5.055 4.439 -6.468
H -6.505 -2.168 -1.097
H -4.723 2.486 0.937
H -0.226 -0.252 -3.590
H -6.561 -3.097 0.407
H 0.510 0.996 1.841
H -3.959 1.046 4.029
H -3.298 -1.464 1.252
H 6.380 3.371 -7.011
H 4.241 5.842 0.189
H 5.925 -0.229 -4.692
H 0.663 -5.078 0.514
H 1.435 3.030 6.457
H -0.420 7.915 -2.651
H -2.172 -2.374 0.269
H 0.747 -1.445 3.016
H -1.919 -3.462 -2.382
H -3.640 -2.034 6.969
H 2.350 -4.952 0.875
H 1.511 -0.254 -5.498
H 0.920 -9.204 -0.170
H -5.087 -2.774 7.745
H -1.833 -2.043 1.945
H 2.928 2.270 -0.989
H 5.012 -0.140 -6.142
H 0.469 8.871 -1.418
H 4.432 -2.752 -3.808
H -3.356 -3.913 2.361
H 6.297 0.974 -5.868
H 5.234 4.050 -8.170
H -1.260 -7.999 0.987
H 1.293 8.060 -2.815
H 0.959 3.464 -2.594
H 6.367 4.590 2.194
H 4.653 -0.690 1.028
H 2.721 -3.173 -3.944
H -0.135 3.913 -3.916
H -1.907 -5.166 -2.846
H -0.471 7.733 2.910
H 3.824 6.564 1.746
H 2.359 -9.258 0.933
H -3.583 0.109 5.403
H 2.918 -0.985 1.374
H -4.989 -4.193 1.597
H 0.737 -1.939 4.661
H 2.974 5.200 1.205
H -0.040 -1.972 -3.049
H -1.274 -7.097 2.494
*
```

Summary:
HOMO level, eV: -10.3321
Energy relative to the best compared isomer or geometry (same formula, charge and spin), kcal/mol: 0.0

[4]
Density functional theory data (wB97M-V/def2-TZVPD) for a cluster of 2 separate species, C10H16O in total at a distorted geometry.

```
! wB97M-V def2-TZVPD RIJCOSX def2/J DEFGRID3
* xyz 0 1
O 2.839 2.329 0.136
C -1.483 -1.034 1.457
C 1.730 1.645 0.618
C -0.388 1.247 1.386
C 0.257 -0.575 -3.803
C 1.022 -0.605 0.851
C -0.205 -0.138 1.252
C -0.677 -0.186 -2.675
C 1.988 0.276 0.671
C -1.441 -1.764 2.781
C 0.644 2.242 1.094
H 3.009 -0.087 0.443
H -0.939 -2.712 2.928
H 2.757 3.318 0.251
H -2.451 -0.530 1.477
H -2.516 -1.902 3.163
H 1.138 -1.059 -3.604
H -0.189 -1.158 -4.484
H -1.529 0.447 -3.116
H 0.385 3.297 1.126
H -0.171 0.429 -1.849
H 1.118 -1.709 0.638
H 0.385 0.392 -4.385
H -1.365 1.769 1.632
H -1.487 -1.793 0.573
H -1.340 -1.089 -2.147
H -1.092 -1.048 3.588
*
```

Summary:
HOMO level, eV: -8.4502
Energy relative to the best compared isomer or geometry (same formula, charge and spin), kcal/mol: 64.1